--- w ---
Entry from the OMol25 dataset: an isolated molecule of C3H9NS (the ωB97M-V functional and the def2-TZVPD basis).

Results
Highest occupied orbital energy   -8.865 eV
Orbital gap   9.78 eV
SMILES string   NCCCS
E_LUMO   0.91 eV

ORCA input file:
```
! wB97M-V def2-TZVPD RIJCOSX def2/J DEFGRID3
* xyz 0 1
N 1.80356 -0.04857 -1.76997
C 0.39209 -0.02624 -1.35588
C 0.08449 1.15163 -0.39117
C -0.22448 0.72130 1.08396
S -1.25857 -0.76155 1.33952
H 1.89065 0.33760 -2.69696
H 2.20510 -0.96872 -1.69959
H -0.33164 0.06233 -2.16167
H 0.14917 -0.98085 -0.88375
H 1.00969 1.69629 -0.22599
H -0.72506 1.70099 -0.83892
H -0.70911 1.52896 1.58431
H 0.73288 0.51871 1.55292
H -0.25968 -1.60498 1.62307
*
```

Here are the natural (NBO) charges for atoms 1 to 4, given in e: -0.85 -0.23 -0.42 -0.50



--- x ---
Entry from the OMol25 dataset: an isolated molecule of C3H9NS (the ωB97M-V functional and the def2-TZVPD basis).

Results
Highest occupied orbital energy   -9.119 eV
Orbital gap   10.09 eV
SMILES string   CNCCS
E_LUMO   0.97 eV

ORCA input file:
```
! wB97M-V def2-TZVPD RIJCOSX def2/J DEFGRID3
* xyz 0 1
C -1.92869 -0.16441 0.84871
N -1.06642 -0.47606 -0.28938
C 0.31003 -0.06584 0.07094
C 1.27870 -0.07342 -1.07663
S 3.02636 -0.13456 -0.44402
H -1.55751 -0.59374 1.77764
H -1.89161 0.92095 1.02781
H -2.97872 -0.40704 0.70989
H -1.31911 0.16151 -1.04111
H 0.62367 -0.82645 0.79413
H 0.29322 0.85414 0.67327
H 1.27093 0.82236 -1.69109
H 1.12673 -0.95650 -1.69181
H 2.81242 0.93906 0.33164
*
```

Here are the natural (NBO) charges for atoms 1 to 4, given in e: -0.42 -0.60 -0.25 -0.50



Which is more stable than every other structure shown? w is more stable than every other one.